No. 1
A molecular structure, C34H41ClGe2N3O2Re. Source: OMol25; level of theory: ωB97M-V/def2-TZVPD.

Last column: Mulliken charge in e.
Atoms and positions in Å:
Re1 1.291 1.097 0.468  -0.829
Cl1 -3.871 5.854 -1.305  -0.136
C1 -2.695 4.618 -1.195  -0.230
C2 -2.230 3.983 -2.348  -0.672
C3 -1.314 2.950 -2.262  -0.578
C4 -0.832 2.510 -1.047  0.608
O1 -0.002 1.411 -1.031  0.304
C5 -1.192 3.236 0.112  0.361
C6 -0.599 3.124 1.385  0.523
N1 0.388 2.326 1.745  1.086
C7 0.982 2.402 3.065  0.795
C8 0.507 3.099 4.135  -0.941
C9 1.227 3.106 5.352  -1.182
C10 2.395 2.415 5.474  -0.854
C11 2.889 1.664 4.378  0.640
C12 4.063 0.878 4.429  -0.643
C13 4.472 0.169 3.328  -1.053
C14 3.718 0.237 2.161  -0.074
N2 2.597 0.960 2.067  0.318
C15 2.171 1.672 3.181  0.330
C16 -2.160 4.268 0.006  -1.399
H1 -2.595 4.308 -3.316  0.483
H2 -0.934 2.483 -3.161  0.655
H3 -0.983 3.810 2.136  0.169
H4 -0.423 3.655 4.086  0.466
H5 0.837 3.671 6.189  0.436
H6 2.954 2.426 6.405  0.486
H7 4.633 0.837 5.352  0.511
H8 5.359 -0.451 3.351  0.475
H9 4.016 -0.304 1.272  0.629
H10 -2.460 4.810 0.897  0.547
C17 0.512 -3.037 3.257  -1.274
C18 1.109 -1.746 2.674  -0.205
Ge1 -0.123 -0.829 1.478  0.657
C19 -1.690 -0.029 2.319  -0.311
C20 -2.650 -1.101 2.855  -1.346
C21 -0.828 -2.097 0.199  -0.530
C22 -1.199 -2.142 -1.079  1.124
Ge2 -1.058 -0.736 -2.385  -0.352
C23 0.651 -0.469 -3.228  0.541
C24 0.956 -1.527 -4.308  -1.539
C25 -2.683 -0.094 -3.199  -0.128
C26 -3.495 -1.177 -3.934  -1.432
C27 -1.834 -3.335 -1.715  0.472
C28 -2.469 -4.325 -0.967  -0.697
C29 -2.992 -5.446 -1.590  -0.822
C30 -2.901 -5.595 -2.968  -0.578
C31 -2.305 -4.607 -3.728  -1.051
C32 -1.784 -3.489 -3.094  -0.100
H11 1.222 -3.484 3.955  0.429
H12 0.312 -3.782 2.483  0.319
H13 -0.413 -2.859 3.807  0.232
H14 2.015 -1.967 2.106  0.322
H15 1.380 -1.040 3.466  0.250
H16 -2.181 0.585 1.558  0.271
H17 -1.343 0.633 3.118  0.376
H18 -2.981 -1.787 2.070  0.305
H19 -3.542 -0.623 3.263  0.436
H20 -2.204 -1.689 3.658  0.313
H21 -1.014 -3.019 0.756  0.243
H22 1.391 -0.504 -2.432  -0.153
H23 0.639 0.535 -3.656  0.363
H24 0.992 -2.535 -3.901  0.434
H25 1.938 -1.316 -4.734  0.420
H26 0.241 -1.507 -5.131  0.386
H27 -2.385 0.699 -3.876  0.467
H28 -3.276 0.345 -2.395  0.445
H29 -2.960 -1.598 -4.784  0.375
H30 -4.401 -0.707 -4.318  0.459
H31 -3.797 -1.991 -3.278  0.382
H32 -2.583 -4.218 0.106  0.416
H33 -3.484 -6.208 -0.996  0.441
H34 -3.306 -6.477 -3.448  0.434
H35 -2.245 -4.706 -4.806  0.461
H36 -1.312 -2.727 -3.714  0.410
C33 3.809 2.844 -1.219  -1.301
C34 3.652 1.378 -1.486  0.973
N3 4.460 0.815 -2.350  -0.306
O2 2.782 0.636 -0.904  -0.877
H37 4.735 3.017 -0.666  0.392
H38 2.980 3.241 -0.636  0.247
H39 3.868 3.399 -2.155  0.466
H40 5.170 1.352 -2.826  0.244
H41 4.417 -0.178 -2.531  0.268

## Properties
HOMO (alpha / beta) (eV): -15.69 / -15.68
HOMO-LUMO gap (alpha / beta) (Ha): 0.20836 / 0.21054
Energy relative to the best compared isomer or geometry (same formula, charge and spin) (kJ/mol): 0.0
F_max (eV/Å): 1.29
Multiplicity: 2
Net charge: +3

=====

No. 2
A molecular structure, C34H41ClN4OsP2. Source: OMol25; level of theory: ωB97M-V/def2-TZVPD.

Last column: Mulliken charge in e.
Atoms and positions in Å:
Os1 -2.340 0.492 -3.584  1.551
C1 -2.562 -2.585 1.619  -0.828
C2 -2.737 -2.672 0.296  -0.377
C3 -3.930 -2.133 -0.462  -0.347
C4 -4.104 -0.690 -1.061  3.058
C5 -4.108 0.420 -0.058  -1.128
C6 -3.785 0.214 1.213  -0.395
C7 -4.431 -0.888 2.002  -0.991
C8 -3.586 -2.040 2.570  -0.681
C9 -1.560 2.319 -2.955  -1.409
H1 -1.682 -3.007 2.103  0.466
H2 -1.931 -3.047 -0.339  0.371
H3 -4.818 -2.337 0.157  0.536
H4 -4.011 -2.771 -1.340  -0.754
H5 -3.377 -0.468 -1.904  -1.726
H6 -5.113 -0.661 -1.514  0.262
H7 -4.239 1.428 -0.470  0.219
H8 -3.177 0.897 1.816  0.627
H9 -5.314 -1.266 1.450  0.438
H10 -4.839 -0.370 2.881  0.491
H11 -3.106 -1.716 3.520  0.416
H12 -4.266 -2.885 2.808  0.309
H13 -1.244 2.288 -1.901  0.445
H14 -2.237 3.179 -3.104  0.280
H15 -0.675 2.417 -3.622  0.544
P1 -4.045 1.736 -3.980  0.248
P2 -3.200 -1.483 -4.680  0.158
N1 -5.157 2.387 -2.829  1.198
N2 -4.327 2.905 -5.320  0.738
N3 -4.946 -2.350 -4.272  1.093
N4 -3.243 -2.766 -6.275  0.069
C10 -5.021 0.418 -4.714  -2.397
C11 -4.070 -0.240 -5.704  -2.028
C12 -4.903 3.546 -2.083  -0.495
C13 -6.117 4.038 -1.633  -0.802
C14 -7.148 3.175 -2.121  -0.791
C15 -6.539 2.163 -2.841  -0.637
C16 -3.493 3.966 -5.664  -0.398
C17 -4.116 4.699 -6.676  -0.680
C18 -5.366 4.069 -6.959  -0.656
C19 -5.486 2.988 -6.100  -0.471
C20 -5.142 -3.360 -3.343  -1.104
C21 -6.504 -3.690 -3.280  -0.944
C22 -7.172 -2.866 -4.225  -0.981
C23 -6.188 -2.126 -4.875  -0.369
C24 -4.080 -3.852 -6.530  -0.131
C25 -4.167 -4.096 -7.910  -0.598
C26 -3.314 -3.143 -8.541  -0.550
C27 -2.772 -2.350 -7.517  -0.222
H16 -5.951 0.720 -5.182  0.891
H17 -5.278 -0.171 -3.819  0.829
H18 -4.554 -0.696 -6.565  0.750
H19 -3.238 0.413 -6.061  0.824
H20 -3.884 3.882 -1.944  0.430
H21 -6.252 4.927 -1.041  0.486
H22 -8.211 3.278 -2.007  0.505
H23 -6.939 1.300 -3.349  0.446
H24 -2.529 4.069 -5.177  0.418
H25 -3.725 5.588 -7.148  0.452
H26 -6.112 4.342 -7.686  0.478
H27 -6.274 2.254 -6.018  0.506
H28 -4.312 -3.812 -2.815  0.860
H29 -6.951 -4.435 -2.637  0.543
H30 -8.234 -2.803 -4.430  0.518
H31 -6.332 -1.419 -5.678  0.422
H32 -4.587 -4.383 -5.741  0.496
H33 -4.790 -4.844 -8.381  0.468
H34 -3.126 -3.038 -9.599  0.476
H35 -2.090 -1.517 -7.596  0.447
Cl1 -1.217 0.511 0.001  0.053
C28 0.347 0.420 -0.672  0.717
C29 1.425 0.625 0.192  -0.649
C30 2.713 0.728 -0.342  -0.431
C31 2.890 0.634 -1.724  -0.724
C32 1.811 0.340 -2.563  -0.795
C33 0.513 0.148 -2.049  0.365
C34 -0.585 -0.327 -2.982  -1.294
H36 1.245 0.733 1.259  0.495
H37 3.556 0.912 0.322  0.400
H38 3.880 0.788 -2.165  0.407
H39 1.952 0.214 -3.643  0.383
H40 -0.235 -0.250 -4.044  0.526
H41 -0.990 -1.321 -2.749  0.676

## Properties
HOMO (alpha / beta) (eV): -12.95 / -12.95
HOMO-LUMO gap (alpha / beta) (Ha): 0.19596 / 0.14217
Energy relative to the best compared isomer or geometry (same formula, charge and spin) (kJ/mol): 0.0
F_max (eV/Å): 7.48
Multiplicity: 5
Net charge: +2